(1)
The following is a quantum chemistry calculation of C3H12N6O3Sn as an isolated structure, from the Open Molecules 2025 dataset.

Computed properties:
2S+1: 1
HOMO level (eV): -16.80
Charge: +2
LUMO energy (eV): -7.5390
Frontier orbital gap (eV): 9.26

The geometry in XYZ format:
```
25
C3H12N6O3Sn | the Open Molecules 2025 dataset | ωB97M-V/def2-TZVPD
H -0.91 -1.24 -0.81
N 4.01 0.74 0.64
N -3.28 -0.85 0.24
H 0.49 2.19 -1.69
H 4.46 0.14 1.33
H 2.98 2.44 -0.66
N -0.34 1.64 -1.53
H -1.00 1.53 -2.29
C -0.20 0.57 -0.85
C 2.73 0.95 0.71
C -2.20 -1.38 0.77
N -1.14 -0.30 -1.11
Sn 0.71 -0.96 1.49
H 4.51 1.02 -0.19
O -1.18 -0.74 1.04
N 2.31 1.82 -0.23
O 2.05 0.51 1.61
H -3.38 0.15 0.21
H -1.48 -3.08 1.61
O 0.73 0.37 -0.12
N -2.23 -2.65 1.09
H 1.32 1.94 -0.41
H -1.94 -0.08 -1.69
H -3.02 -3.22 0.85
H -4.00 -1.52 0.01
```

---

(2)
The following is a quantum chemistry calculation of one molecule with the formula H2O, from the Open Molecules 2025 dataset.

Computed properties:
2S+1: 1
SMILES: O
HOMO level (eV): -11.63
Charge: 0
LUMO energy (eV): 1.0923
Frontier orbital gap (eV): 12.72

The geometry in XYZ format:
```
3
H2O | the Open Molecules 2025 dataset | ωB97M-V/def2-TZVPD
O 0.29 0.21 0.17
H 0.23 -0.09 -0.75
H -0.52 -0.12 0.58
```

---

(3)
The following is a quantum chemistry calculation of Cu2I as an isolated structure, from the Open Molecules 2025 dataset.

Computed properties:
2S+1: 1
HOMO level (eV): -13.39
Charge: +1
LUMO energy (eV): -5.8605
Frontier orbital gap (eV): 7.53

The geometry in XYZ format:
```
3
Cu2I | the Open Molecules 2025 dataset | ωB97M-V/def2-TZVPD
Cu -1.52 1.89 -0.91
I 0.18 -0.31 -0.68
Cu 1.35 -1.59 1.59
```

---

(4)
The following is a quantum chemistry calculation of one molecule with the formula C19H31N3O4S, from the Open Molecules 2025 dataset.

Computed properties:
2S+1: 1
SMILES: CC(C)CCNC(=O)c1ccc(OC2CCN(S(=O)(=O)N(C)C)CC2)cc1
HOMO level (eV): -8.81
Charge: 0
LUMO energy (eV): 0.6069
Frontier orbital gap (eV): 9.42

The geometry in XYZ format:
```
58
C19H31N3O4S | the Open Molecules 2025 dataset | ωB97M-V/def2-TZVPD
H -1.60 2.32 3.76
H -1.27 1.73 -4.39
C -1.17 1.33 3.94
O 3.26 -0.75 4.61
H 2.26 -2.53 5.79
C -1.64 0.61 -6.13
C -1.74 -0.17 -3.80
C -2.01 -0.20 -0.05
H -1.15 -1.43 3.70
H 1.20 -2.34 -6.18
O -2.09 -1.29 -4.12
H -2.58 -0.75 0.68
H -0.03 0.00 7.15
C 1.53 -2.11 6.48
H 1.33 -1.59 3.44
C -0.58 1.19 -1.99
H -2.05 -0.39 -6.27
H 0.33 2.22 -0.34
H 0.08 1.77 -6.68
H 0.82 1.99 3.43
H -2.45 0.29 2.55
C -0.38 1.47 -0.66
C 0.78 -0.22 -6.26
C 0.99 0.00 7.54
H 1.36 1.03 7.59
C -1.50 0.21 -2.38
C -2.19 -0.47 -1.39
H 0.17 -1.87 -7.52
H 0.89 -0.05 -5.18
H 1.57 -2.65 7.42
H -0.41 0.56 -7.87
H 2.90 -0.58 -6.51
C -0.28 0.74 -6.80
S 2.33 0.08 5.31
H 2.06 -0.11 -7.99
H -2.34 1.34 -6.56
H -0.71 -1.48 1.98
C 0.39 -1.68 -6.47
H 0.02 1.71 -2.72
C 0.32 1.47 4.26
C -1.10 0.79 0.33
C 2.13 0.07 -6.92
H 0.48 2.04 5.17
N -1.57 0.82 -4.70
C -1.37 0.46 2.70
C -0.66 -0.89 2.90
N 0.88 0.15 4.45
H 2.43 1.10 -6.76
H -2.89 -1.24 -1.70
C 0.81 -0.65 3.25
H 1.00 -0.43 8.54
H 0.53 -2.20 6.05
H -1.69 0.87 4.78
H -0.48 -1.94 -5.88
O -0.84 1.18 1.61
H 1.31 -0.14 2.42
O 2.72 1.40 5.70
N 1.90 -0.74 6.70
```

---

(5)
The following is a quantum chemistry calculation of a 2-piece molecular cluster, C3H11N2 overall, from the Open Molecules 2025 dataset.

Computed properties:
2S+1: 1
HOMO level (eV): -14.73
Charge: +1
LUMO energy (eV): -3.3195
Frontier orbital gap (eV): 11.41

The geometry in XYZ format:
```
16
C3H11N2 | the Open Molecules 2025 dataset | ωB97M-V/def2-TZVPD
N 0.03 -0.66 -1.39
C -0.97 -1.81 -1.17
N 0.66 0.70 0.71
H 0.25 -0.15 -0.41
C -0.56 1.14 1.36
H 1.89 2.18 1.61
H -1.18 -2.29 -2.12
H -1.35 1.40 0.59
H 0.86 -1.01 -1.86
H 2.72 0.72 0.73
C 1.80 1.21 1.08
H -1.01 0.33 1.94
H -0.56 -2.47 -0.41
H -0.37 2.02 2.05
H -0.31 0.10 -1.99
H -1.90 -1.42 -0.73
```

---

(6)
The following is a quantum chemistry calculation of a 2-piece molecular cluster, C2H7N2O2 overall, from the Open Molecules 2025 dataset.

Computed properties:
2S+1: 1
HOMO level (eV): -4.15
Charge: -1
LUMO energy (eV): 4.0528
Frontier orbital gap (eV): 8.21

The geometry in XYZ format:
```
13
C2H7N2O2 | the Open Molecules 2025 dataset | ωB97M-V/def2-TZVPD
N 2.14 0.51 1.29
O -3.31 -2.34 -1.05
H 1.73 0.93 2.12
H -0.51 0.96 -0.58
H -2.04 -1.39 -2.26
C 1.11 0.17 0.32
N 0.30 1.31 -0.07
C -2.40 -1.51 -1.20
H 1.66 -0.18 -0.56
H 0.53 -0.67 0.70
H -0.08 1.77 0.75
H 2.74 1.22 0.88
O -1.86 -0.77 -0.35
```

---

(7)
The following is a quantum chemistry calculation of a 2-piece molecular cluster, ClFH2Si overall, from the Open Molecules 2025 dataset.

Computed properties:
2S+1: 1
HOMO level (eV): -10.04
Charge: 0
LUMO energy (eV): -0.1631
Frontier orbital gap (eV): 9.87

The geometry in XYZ format:
```
5
ClFH2Si | the Open Molecules 2025 dataset | ωB97M-V/def2-TZVPD
F -1.51 -0.77 0.09
Cl 1.26 -1.53 -0.39
Si -0.05 -0.08 0.04
H -0.20 0.66 1.35
H 0.49 1.72 -1.10
```

---

(8)
The following is a quantum chemistry calculation of C33H37EuF4N11OS as an isolated structure, from the Open Molecules 2025 dataset.

Computed properties:
<S²>: 12.01
2S+1: 7
HOMO level (alpha / beta) (eV): -9.79 / -9.81
Charge: +1
LUMO energy (alpha / beta) (eV): -3.3279 / -3.3265
Frontier orbital gap (alpha / beta) (eV): 6.46 / 6.48

The geometry in XYZ format:
```
88
C33H37EuF4N11OS | the Open Molecules 2025 dataset | ωB97M-V/def2-TZVPD
C -2.35 0.00 3.12
C -1.52 -2.89 -2.14
H 0.34 -2.36 1.23
C 3.15 0.30 2.22
H -0.39 1.07 3.02
C 2.32 2.55 -3.08
F 4.78 2.30 3.01
H 3.51 4.22 -3.30
H 1.90 -3.75 2.60
C -1.38 -1.87 -1.15
C -5.47 -3.45 -0.78
H -2.55 -3.83 1.72
C -2.17 -1.78 0.00
C 2.68 3.44 0.31
H 4.22 0.08 2.11
H -0.39 -3.19 -4.01
C 2.34 -0.99 2.15
N 3.32 1.84 -2.53
C -1.14 2.81 0.54
H 4.39 -2.49 -1.64
C -2.91 -0.85 2.21
N -0.89 -0.15 1.38
C -2.00 -0.96 1.12
C -3.33 -2.71 0.07
H -4.78 4.50 -0.06
C -4.56 3.60 -0.64
C -1.12 0.40 2.57
H -5.26 2.82 -0.34
F 1.71 2.98 -0.56
C -0.58 -2.63 -3.11
H 3.13 -3.56 -1.06
F 2.48 5.53 -0.71
C 4.02 5.27 1.07
C -2.51 2.28 -1.06
H 3.88 0.12 -1.74
N 2.62 3.79 -3.49
C -3.37 -3.73 1.03
H 1.34 -0.83 2.55
H -3.86 -1.36 2.28
C -2.39 3.66 0.74
H -4.71 3.85 -1.69
H 4.08 2.31 -2.07
H -2.86 3.42 1.70
N -0.35 -1.01 -1.52
H -2.38 0.92 -2.53
N -2.98 1.61 -2.10
N -3.19 3.22 -0.39
H -2.22 -3.70 -2.11
C -6.60 -5.37 0.24
H 1.06 -4.73 1.41
H 2.59 0.03 -2.73
C 3.18 2.50 1.24
O -0.14 2.75 1.25
H -4.45 -5.40 1.82
H 2.83 -1.74 2.79
C 0.10 -1.47 -2.69
H -2.16 4.72 0.70
N -7.49 -6.10 0.28
C -4.43 -4.61 1.08
H 4.07 -2.45 0.90
H 4.04 -0.88 0.12
C 3.41 -2.52 -1.15
C 4.56 4.38 1.99
N -1.28 2.05 -0.57
N 2.99 0.57 -1.96
H 1.06 -2.95 -0.25
Eu 0.80 0.69 -0.14
H -6.29 -3.36 -1.48
H 1.87 4.37 -3.83
C 1.28 -2.69 0.79
C 3.49 -1.83 0.20
H 2.68 -2.05 -1.80
F 5.51 4.81 2.83
C -4.39 -2.59 -0.84
C 3.06 4.75 0.22
H 2.74 -4.28 1.14
H 0.86 -0.94 -3.24
H -2.75 0.30 4.08
H 4.34 6.30 1.02
S 0.79 1.88 -3.28
C 1.78 -3.92 1.53
H -3.89 1.79 -2.49
N 2.18 -1.51 0.78
C 4.17 3.06 2.09
C -5.49 -4.47 0.18
N 2.68 1.24 1.21
H 3.02 0.69 3.23
H -4.36 -1.81 -1.59
```

---

Relative energy (zero: lowest compared OMol25 entry of this formula, charge and spin) for every record listed, in sequence, given in eV: 4.296, 0.000, 0.177, 0.806, 1.318, 0.573, 2.503, 0.000.